{"formula": "C3H6N2S2", "method": "ωB97M-V/def2-TZVPD", "spin_multiplicity": 1, "relative_energy_kj_mol": 488.16, "orbital_gap_ha": 0.30186, "elements": ["C", "C", "C", "H", "H", "H", "H", "H", "H", "N", "N", "S", "S"], "positions_angstrom": [[-1.483, 0.765, 0.003], [-0.739, 1.973, -0.016], [1.122, -0.128, 0.441], [-2.455, 1.073, -0.126], [-0.933, -0.145, -0.589], [-1.338, 0.596, 1.276], [2.010, -0.584, 1.351], [1.876, -2.673, 0.076], [0.661, -2.610, -1.458], [0.623, -0.934, -0.495], [0.874, -2.347, -0.410], [-1.187, 3.459, -0.220], [0.969, 1.556, 0.166]], "forces_ev_per_angstrom": [[1.4, -2.9, 3.2], [2.4, -1.5, -0.4], [1.6, -4.6, -0.6], [-2.6, -0.3, -0.7], [-2.3, 2.4, 1.4], [-0.7, -0.4, -3.4], [-2.9, 1.5, -2.8], [-3.3, 1.3, -2.1], [1.3, -0.1, 3.0], [3.0, -0.5, 3.3], [1.1, 0.6, -1.3], [-0.6, 2.1, -0.2], [1.4, 2.2, 0.5]]}